Record 1
The following is a DFT calculation (wB97M-V/def2-TZVPD) of a molecular structure, C38H25Cl2N9O5S2Sr.

Element x y z (Å)
Sr: -0.54 0.32 0.54
Cl: -6.48 -2.57 3.60
C: -4.78 -2.27 3.29
C: -4.39 -1.92 2.01
C: -3.05 -1.66 1.71
N: -2.59 -1.27 0.44
C: -3.28 -1.59 -0.65
O: -4.37 -2.17 -0.78
C: -2.60 -1.19 -1.95
C: -3.35 -1.26 -3.13
C: -2.75 -0.95 -4.33
C: -1.40 -0.60 -4.33
C: -0.74 -0.55 -3.12
N: -1.32 -0.82 -1.95
C: -2.08 -1.76 2.74
C: -2.50 -2.14 4.02
C: -3.84 -2.39 4.30
Cl: -4.29 -2.84 5.92
N: -0.77 -1.38 2.46
C: 0.24 -1.87 3.17
O: 0.26 -2.77 4.03
C: 1.57 -1.17 2.90
C: 2.65 -1.50 3.72
C: 3.85 -0.83 3.55
C: 3.93 0.16 2.59
C: 2.81 0.42 1.81
N: 1.66 -0.23 1.95
H: -5.13 -1.85 1.23
H: -4.38 -1.57 -3.04
H: -3.31 -0.98 -5.25
H: -0.88 -0.36 -5.25
H: 0.31 -0.28 -3.08
H: -1.77 -2.24 4.80
H: 2.50 -2.28 4.45
H: 4.70 -1.06 4.18
H: 4.83 0.74 2.43
H: 2.83 1.19 1.05
S: 1.79 1.06 -1.39
C: 1.06 2.19 -2.47
N: 1.58 2.64 -3.57
N: 2.80 2.15 -3.86
C: 3.46 2.53 -4.99
C: 4.73 2.00 -5.26
C: 5.43 2.37 -6.40
C: 4.88 3.28 -7.30
C: 3.62 3.80 -7.04
C: 2.91 3.45 -5.90
N: -0.24 2.76 -2.30
N: -0.93 2.29 -1.40
C: -2.20 2.96 -1.27
C: -2.35 4.31 -1.59
C: -3.57 4.92 -1.37
C: -4.63 4.21 -0.83
C: -4.47 2.87 -0.51
C: -3.25 2.25 -0.72
H: 3.20 1.49 -3.19
H: 5.17 1.30 -4.56
H: 6.41 1.95 -6.58
H: 5.42 3.57 -8.19
H: 3.18 4.51 -7.73
H: 1.93 3.86 -5.70
H: -1.50 4.85 -1.98
H: -3.69 5.98 -1.60
H: -5.58 4.70 -0.65
H: -5.29 2.30 -0.08
H: -3.13 1.20 -0.45
O: 0.56 4.58 0.48
C: -0.28 4.11 1.23
N: -0.32 2.84 1.72
S: -1.54 2.62 2.73
O: -2.35 1.51 2.23
O: -1.17 2.56 4.12
C: -2.34 4.18 2.46
C: -3.52 4.69 2.96
C: -3.83 6.01 2.63
C: -2.98 6.77 1.83
C: -1.80 6.23 1.34
C: -1.49 4.92 1.66
H: -4.17 4.09 3.58
H: -4.75 6.44 2.99
H: -3.25 7.79 1.59
H: -1.12 6.79 0.71

Summary:
DFT total energy   -4079.857129 a.u.
Relative energy (zero: lowest compared OMol25 entry of this formula, charge and spin)   0.000 eV
Lowest unoccupied orbital energy   4.1 eV
Net charge   -2
HOMO-LUMO gap   6.262 eV

Record 2
The following is a DFT calculation (wB97M-V/def2-TZVPD) of a molecular structure, C38H26BrCl5CrN3O3P.

Element x y z (Å)
Cr: 1.12 0.36 1.59
Cl: 5.92 -4.08 4.18
C: 5.04 -2.92 3.28
C: 3.95 -2.27 3.86
Cl: 3.46 -2.60 5.47
C: 3.25 -1.35 3.09
Cl: 1.85 -0.51 3.75
C: 3.57 -1.03 1.77
O: 2.85 -0.18 1.08
C: 4.69 -1.68 1.22
Cl: 5.13 -1.29 -0.39
C: 5.40 -2.61 1.96
Cl: 6.74 -3.41 1.24
C: -1.37 -1.37 4.95
O: -1.06 -0.37 3.98
C: -2.10 0.19 3.33
C: -3.43 -0.19 3.45
C: -4.39 0.47 2.70
Br: -6.19 -0.06 2.87
C: -4.07 1.49 1.82
C: -2.73 1.86 1.68
C: -1.77 1.23 2.45
O: -0.42 1.59 2.38
C: -2.38 2.91 0.70
N: -3.13 3.94 0.43
C: -2.44 4.61 -0.57
C: -2.77 5.78 -1.26
C: -1.90 6.22 -2.23
C: -0.71 5.52 -2.53
C: -0.36 4.37 -1.85
C: -1.24 3.94 -0.87
N: -1.20 2.86 0.00
H: -2.03 -0.97 5.72
H: -0.42 -1.66 5.40
H: -1.82 -2.25 4.48
H: -3.72 -0.99 4.11
H: -4.82 2.00 1.24
H: -0.39 2.46 1.95
H: -3.69 6.30 -1.04
H: -2.14 7.11 -2.79
H: -0.06 5.91 -3.30
H: 0.56 3.85 -2.07
H: -0.60 2.04 -0.09
N: 0.25 0.36 0.05
P: 0.28 -0.68 -1.20
C: 1.20 -2.17 -0.80
C: 2.12 -2.76 -1.66
C: 2.80 -3.90 -1.27
C: 2.58 -4.46 -0.03
C: 1.64 -3.89 0.84
C: 0.95 -2.76 0.45
C: -1.40 -1.15 -1.60
C: -2.44 -0.78 -0.77
C: -3.74 -1.19 -1.05
C: -3.99 -1.96 -2.17
C: -2.94 -2.34 -3.01
C: -1.65 -1.95 -2.72
C: 1.04 0.16 -2.58
C: 2.40 0.48 -2.46
C: 3.01 1.23 -3.45
C: 2.27 1.68 -4.54
C: 0.92 1.38 -4.64
C: 0.30 0.63 -3.66
H: 2.32 -2.31 -2.63
H: 3.53 -4.35 -1.94
H: 3.12 -5.35 0.28
H: 1.45 -4.34 1.80
H: 0.20 -2.34 1.11
H: -2.25 -0.16 0.10
H: -4.55 -0.89 -0.40
H: -5.00 -2.27 -2.40
H: -3.14 -2.95 -3.88
H: -0.84 -2.26 -3.37
H: 2.97 0.15 -1.60
H: 4.06 1.48 -3.36
H: 2.76 2.26 -5.31
H: 0.35 1.74 -5.49
H: -0.76 0.42 -3.73

Summary:
DFT total energy   -8114.320851 a.u.
Relative energy (zero: lowest compared OMol25 entry of this formula, charge and spin)   0.000 eV
Multiplicity   4
Lowest unoccupied orbital energy (spin up / spin down)   -4.6 / -3.2 eV
Net charge   +1
HOMO-LUMO gap (spin up / spin down)   6.087 / 7.438 eV
Expectation value of S²   3.9809